# C17H22Cl3N4O4Rh

A molecular structure, C17H22Cl3N4O4Rh (ωB97M-V with the def2-TZVPD basis set, OMol25).

Last column: natural (NBO) charge in e.
Geometry (Å):
Rh (0.19417, -0.15868, 1.05008)  1.43
C (3.88899, -3.17715, 0.61838)  -0.41
N (2.94903, -2.98694, -0.52172)  -0.35
C (3.26449, -3.50891, -1.86035)  -0.43
C (1.86293, -2.27234, -0.31455)  0.67
O (1.46646, -1.90583, 0.82620)  -0.72
C (1.07155, -1.87043, -1.52701)  -0.16
O (0.02467, -0.96043, -1.23793)  -0.54
C (-0.04692, 0.14813, -2.11654)  -0.16
C (0.56326, 1.37031, -1.44882)  0.68
O (1.07423, 1.27707, -0.31867)  -0.71
N (0.60092, 2.49001, -2.16496)  -0.36
C (1.28499, 3.69965, -1.69485)  -0.42
C (-0.11821, 2.58340, -3.45849)  -0.42
H (4.82328, -3.52246, 0.16893)  0.23
H (4.04106, -2.20646, 1.05937)  0.22
H (3.45125, -3.88528, 1.32785)  0.23
H (3.59308, -2.73800, -2.55476)  0.22
H (4.04637, -4.23375, -1.75568)  0.24
H (2.40823, -4.00539, -2.33198)  0.22
H (1.79697, -1.42235, -2.19996)  0.21
H (0.65283, -2.77408, -2.00742)  0.23
H (0.56492, -0.05678, -3.00620)  0.22
H (-1.08208, 0.27541, -2.38205)  0.24
H (1.70688, 3.54791, -0.72519)  0.24
H (2.08102, 3.99905, -2.35858)  0.23
H (0.51305, 4.49618, -1.62457)  0.22
H (-0.90460, 1.85541, -3.56715)  0.21
H (-0.57764, 3.57158, -3.50818)  0.23
H (0.57029, 2.42501, -4.27139)  0.22
Cl (-7.47258, 0.18495, 0.04587)  0.18
C (-5.81403, 0.42808, 0.21761)  0.06
C (-5.04193, -0.46102, 1.00884)  -0.24
C (-3.67768, -0.30682, 1.07784)  -0.05
Cl (-2.70614, -1.36125, 2.06713)  0.07
C (-2.97648, 0.74090, 0.35298)  0.39
O (-1.71303, 0.85653, 0.36535)  -0.64
C (-3.85001, 1.62113, -0.40118)  -0.05
Cl (-3.12769, 2.81709, -1.36336)  0.10
C (-5.20045, 1.44084, -0.52041)  -0.25
H (-5.54366, -1.22471, 1.56789)  0.27
H (-5.78976, 2.10725, -1.12941)  0.27
N (1.44115, 0.00110, 5.11555)  -0.48
C (0.40324, 0.90858, 5.26237)  -0.06
C (-0.15219, 1.01378, 4.02236)  -0.08
N (0.52594, 0.16645, 3.13830)  -0.60
C (1.48557, -0.42511, 3.84034)  0.21
H (2.05832, -0.28185, 5.83627)  0.44
H (0.20844, 1.34002, 6.23291)  0.26
H (-1.02615, 1.56582, 3.68342)  0.24
H (2.20363, -1.18564, 3.48551)  0.24

Calculated values
2S+1 = 5
relative energy (zero: lowest compared OMol25 entry of this formula, charge and spin) = 5.3 kcal per mole
total charge = +2
expectation value of S² = 6.0325